The following is a DFT calculation (ωB97M-V/def2-TZVPD) of C25H47ClINO3Si2Ti as an isolated structure in a non-equilibrium geometry.

## Properties
- Highest occupied orbital energy (alpha / beta): -0.1551 / -0.2327 Ha
- E: -93810.37819 eV
- Spin multiplicity: 3
- Gap between HOMO and LUMO (alpha / beta): 0.14486 / 0.22240 hartree
- Energy above the lowest of the compared OMol25 structures with the same formula, charge and spin: 2.249 eV
- Expectation value of S²: 2.030

```
81
Properties=species:S:1:pos:R:3:forces:R:3
O -0.634085 -1.000101 -2.134540 -0.36 -1.34 -0.61
O 0.437415 0.605199 -3.354640 0.74 1.08 -0.98
C 0.041215 -2.220401 -2.526140 0.26 -1.41 0.21
C -0.629385 -3.519201 -2.036840 -0.09 0.65 0.00
H 1.067315 -2.216701 -2.169540 -0.06 0.54 0.68
H 0.177715 -2.259301 -3.605940 -0.44 0.16 -0.28
H -0.706685 -3.538201 -0.951240 0.00 0.16 0.04
H -0.042485 -4.388001 -2.334540 0.13 0.14 -0.13
H -1.629085 -3.646301 -2.450540 -0.04 0.02 -0.03
C -1.895885 -0.861701 -2.841740 -0.99 -0.10 -0.56
C -1.957285 -1.095701 -4.372840 0.82 -0.07 0.43
H -2.257685 0.142099 -2.636640 0.16 0.12 0.28
H -2.621385 -1.546701 -2.414940 0.09 -0.04 0.47
H -1.190585 -0.532401 -4.901340 0.01 0.02 -0.08
H -2.921185 -0.777501 -4.768740 -0.09 0.06 0.29
H -1.835485 -2.146601 -4.631740 -0.02 -0.04 0.04
C -0.035585 1.945399 -3.206040 -0.79 1.63 -0.41
C 1.704115 0.319599 -3.942140 1.48 0.08 -1.28
C -0.938785 2.363699 -4.369040 0.22 -0.23 -0.01
H 0.793615 2.643799 -3.085440 0.23 -0.30 -0.03
H -0.630285 2.006599 -2.297240 0.21 -0.40 0.25
H -0.428985 2.312699 -5.327540 0.06 0.02 -0.02
H -1.281585 3.388599 -4.234040 0.09 0.02 0.17
H -1.821585 1.730899 -4.429240 -0.03 -0.05 0.06
C 1.714215 0.583399 -5.448040 -0.25 0.17 0.27
H 1.947615 -0.726601 -3.770540 -0.41 0.02 0.32
H 2.484915 0.904399 -3.463140 -0.09 0.16 0.31
H 0.876015 0.091799 -5.939840 -0.02 -0.05 -0.01
H 2.633015 0.209099 -5.897240 0.05 -0.05 0.18
H 1.662715 1.649699 -5.659840 0.01 0.03 -0.04
H 0.141315 -0.045601 -2.606640 -0.82 -0.99 0.90
Ti -0.201485 -0.041401 1.608160 1.14 -0.39 0.56
C 1.377515 -0.038301 0.306360 2.43 0.32 -0.01
Si 3.224415 0.436199 0.485460 -1.03 -0.46 0.05
H 1.121715 -1.064101 0.544160 -0.34 -0.81 -0.91
H 0.679515 0.733899 0.004160 -0.32 0.18 -0.85
C 4.216915 -0.740901 -0.587540 0.14 0.02 -0.17
C 4.044815 0.253399 2.158560 -0.20 0.13 0.10
C 3.547815 2.202999 -0.042840 -0.20 -0.01 -0.07
C -1.967085 -1.083001 1.068960 -1.18 0.71 -0.55
Si -3.548885 -0.035601 0.962360 0.68 -1.19 0.28
H -1.883685 -1.269401 2.129960 -0.24 -0.35 1.00
H -2.175785 -2.075801 0.675560 0.17 -0.08 -0.41
C -4.787585 -0.825401 -0.199040 -0.10 0.02 -0.17
C -3.162485 1.683899 0.357960 -0.13 0.42 -0.09
C -4.381085 0.040699 2.632460 -0.15 0.18 -0.08
H 2.983615 2.472499 -0.931840 -0.10 0.10 -0.26
H 4.603615 2.361199 -0.255740 0.15 -0.06 -0.02
H 3.265915 2.897399 0.746260 -0.10 0.02 0.11
H 3.898515 -1.770601 -0.435440 -0.06 -0.14 0.05
H 5.277415 -0.684501 -0.346640 0.13 0.00 0.04
H 4.124115 -0.518201 -1.646240 -0.11 0.02 -0.33
H 3.743815 -0.643701 2.689360 -0.15 -0.15 0.17
H 3.847315 1.118499 2.785860 -0.22 0.05 0.22
H 5.126515 0.206099 2.043160 0.14 -0.03 -0.18
H -3.529885 1.846099 -0.654340 -0.09 0.05 -0.17
H -2.090085 1.860299 0.346260 0.21 0.13 0.06
H -3.616485 2.439699 0.997060 -0.01 0.15 0.00
H -5.300785 0.622199 2.580460 -0.14 0.10 0.02
H -3.744085 0.509199 3.374960 0.18 0.07 0.22
H -4.641185 -0.954701 2.989260 0.05 -0.10 0.01
H -5.783685 -0.416601 -0.033240 -0.12 0.06 0.01
H -4.844785 -1.901901 -0.042840 0.01 -0.08 0.04
H -4.542985 -0.646501 -1.244440 0.05 -0.02 -0.19
Cl 1.578715 0.839699 8.209660 -0.11 -0.07 -0.52
C 1.338115 0.993899 6.472560 0.24 1.00 -0.96
C 1.710015 2.200899 5.853460 -0.09 -0.37 0.13
C 1.538315 2.379299 4.473960 0.03 -0.23 0.75
I 2.122315 4.195999 3.567160 -0.19 -0.57 0.19
C 0.976315 1.349399 3.716260 0.30 1.13 -1.31
O 0.790815 1.444499 2.389460 -0.67 0.70 1.25
C 0.605415 0.155899 4.316160 0.32 0.13 1.58
N 0.056215 -0.794201 3.522160 -0.59 -0.04 -1.89
C -0.303085 -2.010801 4.017260 0.25 -0.51 2.08
C -0.142785 -2.273801 5.384060 0.05 0.58 -0.92
C 0.393215 -1.289701 6.227660 -0.42 -1.18 0.22
C 0.785715 -0.049301 5.694860 0.29 0.36 0.93
H 2.136815 3.001499 6.444560 -0.02 -0.09 0.03
H -0.741385 -2.761101 3.374460 0.05 0.21 -0.27
H -0.447185 -3.227801 5.794460 0.00 -0.02 -0.09
H 0.497815 -1.504001 7.283160 0.05 0.15 -0.06
```
Positions in Å, forces in eV/Å.

Here are the Löwdin charges for atoms 1 to 5, given in e: -0.159 -0.092 -0.221 -0.034 0.119

***

The following is a DFT calculation (ωB97M-V/def2-TZVPD) of C25H47ClIrN4O as an isolated structure in a non-equilibrium geometry.

## Properties
- Highest occupied orbital energy (alpha / beta): 0.0943 / -0.1215 Ha
- E: -50050.07222 eV
- Spin multiplicity: 6
- Gap between HOMO and LUMO (alpha / beta): 0.05475 / 0.26140 hartree
- Energy above the lowest of the compared OMol25 structures with the same formula, charge and spin: 0.000 eV
- Expectation value of S²: 8.764
- Charge: -2

```
79
Properties=species:S:1:pos:R:3:forces:R:3
Ir 0.279700 0.585937 1.083027 1.92 -0.16 0.86
Cl 1.353244 1.189569 -0.819785 0.74 0.44 -0.91
C 0.567725 1.211927 5.252923 -0.20 0.37 0.33
C 0.398335 1.087748 2.991093 -0.18 0.75 2.35
N 0.923815 0.487968 4.135656 -0.48 0.78 -0.71
H -0.617933 3.044900 5.443290 0.13 0.03 0.08
N -0.264001 2.197731 3.478898 0.92 -0.93 0.64
H 0.770495 0.924930 6.276123 0.16 0.09 -0.39
C 1.763163 -0.720807 4.239028 0.28 -0.16 0.15
C 2.336102 -0.782233 5.651149 0.32 -0.13 0.16
C 0.951897 -1.989652 4.062006 -0.36 -0.21 -0.19
H 1.533306 -0.965881 6.372195 0.24 0.06 0.06
H 3.019817 -1.639181 5.697651 -0.13 0.19 0.02
H 2.889536 0.122800 5.931519 -0.11 -0.19 -0.06
H 3.498944 -1.635040 3.413622 -0.16 0.41 -0.06
H 3.554599 0.150053 3.341229 -0.20 -0.12 -0.06
H 0.384412 -1.996010 3.124574 0.19 -0.05 0.05
C 2.900372 -0.724446 3.230917 0.37 -0.12 -0.46
H 0.258839 -2.111245 4.897256 -0.06 -0.02 -0.07
H 1.674184 -2.815457 4.089406 -0.35 -0.03 -0.12
H 2.541039 -0.783281 2.191593 0.06 0.16 0.33
C -0.130959 2.294389 4.855141 -0.17 -0.66 -0.45
C -2.536229 2.336170 2.593137 -0.41 -0.33 -0.06
H -3.001816 2.225527 3.587534 0.12 0.04 -0.39
H -3.158998 2.997920 1.958035 0.03 -0.52 0.38
C -1.177983 3.033797 2.717185 -0.74 -0.09 0.38
H -1.508563 3.666474 0.736087 0.43 -0.13 -0.22
C -1.455595 4.290378 3.526760 -0.28 0.68 -0.11
H -0.543497 4.811945 3.838656 -0.11 -0.07 -0.14
H -2.467443 1.334648 2.130959 0.08 0.65 0.34
H -0.080370 2.524194 0.885188 -0.48 0.57 -0.25
H -2.056009 4.063574 4.422152 0.19 0.16 -0.34
H -2.052872 4.961227 2.887180 0.22 -0.10 0.30
C -0.650430 3.356514 1.342380 0.01 0.62 0.04
H 0.070771 4.167530 1.402920 0.13 0.17 -0.10
C 0.836270 -1.860527 -4.883775 0.01 0.05 -0.39
N 0.716334 -1.894862 -3.511916 -0.21 0.18 -0.62
H 0.066262 -0.449653 -6.316856 -0.05 -0.18 0.31
N -0.345414 -0.178180 -4.197608 0.00 0.07 0.04
H 1.385791 -2.566046 -5.455063 0.00 -0.15 -0.30
C 1.576082 -2.840250 -2.804975 0.01 -0.03 -0.35
C 1.772602 -4.064115 -3.700904 0.50 -0.49 -0.06
C 2.910324 -2.162220 -2.603070 0.49 0.04 0.19
H 2.379484 -3.812080 -4.588511 -0.27 -0.34 0.42
H 2.364588 -4.799847 -3.127488 -0.38 0.12 -0.23
H 0.813151 -4.506876 -4.027185 0.45 0.17 0.19
H 1.851814 -3.912869 -1.038655 -0.16 0.04 0.14
H 0.165998 -3.903212 -1.554751 -0.04 0.21 0.01
H 2.775389 -1.286382 -1.951801 0.19 -0.14 -0.26
C 1.064808 -3.284159 -1.469344 -0.31 -0.09 0.63
H 3.341695 -1.882431 -3.574015 -0.05 0.12 0.31
H 3.565456 -2.894439 -2.118884 0.22 0.26 0.00
H 0.887697 -2.434829 -0.801530 -0.16 -0.14 -0.11
C 0.173185 -0.785248 -5.297962 0.41 -0.59 -1.56
C 0.270527 2.137844 -4.228641 0.20 0.34 0.06
H 1.026074 1.940311 -5.004722 -0.09 0.13 0.37
H -0.148583 3.139723 -4.363555 0.39 0.10 0.01
C -0.881051 1.174681 -4.381186 -0.21 -0.30 -0.56
H -2.151414 2.639453 -3.621983 -0.22 -0.22 0.17
C -1.420298 1.251186 -5.810475 -0.21 0.72 -0.54
H -2.161142 0.458731 -6.046391 0.38 0.44 0.20
H 0.686971 2.034326 -3.215442 0.04 0.15 -0.40
H -1.678287 1.440631 -2.400040 -0.12 -0.01 -0.12
H -0.606828 1.206781 -6.558349 -0.54 0.17 0.26
H -1.880084 2.248804 -5.929578 0.00 -0.47 -0.04
C -1.988448 1.569360 -3.438827 -0.31 -0.01 0.35
H -2.928389 1.030954 -3.640664 0.35 0.05 0.17
C 0.029647 -0.810203 -3.064110 -0.57 -0.24 1.36
C -2.392935 0.056739 -0.105952 -0.22 -0.16 -0.06
C -1.943100 -1.031034 0.853547 0.24 -1.30 0.20
C -2.363750 -2.457996 0.391073 -0.42 0.56 0.18
O -0.520759 -1.132707 0.937328 -1.17 -0.67 -0.20
H -1.589201 0.289887 -0.806567 -0.14 -0.19 -0.09
H -2.719799 0.970961 0.403117 0.08 -0.28 -0.37
H -3.224837 -0.379832 -0.644641 -0.32 0.38 -0.43
H -2.325229 -0.799480 1.878990 0.01 -0.37 -0.51
H -1.565965 -2.836862 -0.272357 -0.48 0.15 0.31
H -2.466805 -3.087836 1.285175 0.11 -0.11 -0.37
H -3.325445 -2.440776 -0.158126 0.41 -0.13 0.32
```
Positions in Å, forces in eV/Å.

Here are the Löwdin charges for atoms 1 to 5, given in e: 0.831 -0.087 -0.151 -0.263 -0.002

***

- Among the records above, which one has the lowest E?
  C25H47ClINO3Si2Ti